[1]
The following is a quantum chemistry calculation of C5H22F15O26S5Zn as an isolated structure in a non-equilibrium geometry, from the OMol25 dataset.

Computed properties:
**Charge**: -3
**E_HOMO**: -2.58 eV
**HOMO-LUMO gap**: 0.864 eV
**LUMO energy**: -1.713 eV

Geometry as XYZ:
```
74
Properties=species:S:1:pos:R:3:forces:R:3
Zn -1.658 -4.497 2.274 0.3 0.8 -0.3
S -4.340 -1.750 5.596 -2.0 -1.0 -2.0
S -3.697 7.967 1.802 -0.1 2.6 -0.7
S 1.003 -0.546 0.788 -0.9 0.8 1.5
S 3.641 1.248 -6.430 -0.8 -3.3 2.1
S -5.568 -3.396 -0.819 -1.1 -1.1 1.1
F -4.402 5.409 1.678 1.0 -0.6 -1.0
F 1.162 1.297 -1.054 -1.1 -0.1 -0.4
F 3.990 2.718 -8.655 -1.3 0.2 -1.7
F -2.625 5.708 2.855 0.2 -0.1 -0.9
F -4.701 -3.489 -3.371 0.7 -0.9 -0.9
F -4.851 -1.494 -2.611 0.4 0.7 -0.2
F -0.880 1.170 -0.257 0.2 -0.6 -0.9
F -0.090 -0.413 -1.701 -0.4 1.5 1.0
F -2.405 5.840 0.658 -0.5 -0.9 0.3
F 5.623 2.673 -7.438 3.0 1.7 1.6
F -2.713 -1.145 7.680 0.0 0.4 -0.3
F -2.829 0.506 6.221 -0.4 -0.9 0.6
F -4.508 0.106 7.591 1.0 -0.5 -0.7
F 5.248 0.919 -8.548 -0.1 -0.3 -0.8
F -6.633 -2.552 -3.189 0.1 -0.2 0.1
O -5.332 -1.043 4.747 2.0 -0.1 1.7
O -6.139 -4.703 -1.075 0.2 -0.4 -0.8
O -4.274 -3.509 -0.122 0.1 0.8 -1.0
O -2.449 8.547 2.382 -1.7 -1.1 -1.0
O -0.896 4.941 -3.528 -0.1 0.3 0.0
O 1.031 0.430 1.927 0.2 -1.6 -2.2
O 4.616 0.448 -5.616 -0.6 1.7 -1.5
O 1.763 1.788 6.156 0.2 -0.2 0.3
O -4.993 -2.788 6.390 0.8 1.0 0.6
O -4.101 8.565 0.470 1.5 -2.0 2.0
O -0.619 -6.043 -0.184 -0.1 0.1 0.7
O 0.502 -4.300 -3.456 -0.1 -0.4 0.3
O 4.913 5.183 -2.334 0.0 0.3 0.2
O 5.370 1.642 3.322 0.2 0.0 0.3
O 2.306 -1.022 0.313 -1.4 0.6 0.2
O 3.143 2.426 -5.713 0.4 -0.6 -1.4
O -6.510 -2.578 -0.075 0.7 0.7 -0.9
O 3.972 -5.086 -0.387 0.1 -0.4 0.1
O -1.862 -1.076 -5.750 -0.1 -0.2 -0.2
O -4.867 7.990 2.688 1.0 -0.7 -0.1
O -0.012 -1.609 1.031 0.6 0.3 -0.1
O 2.615 0.301 -6.990 1.7 2.5 0.1
O 0.390 -5.075 4.305 -0.6 -0.2 -0.5
O 2.447 -2.607 6.055 -0.1 -0.5 -0.1
O 6.063 0.173 -1.649 0.4 0.0 0.2
O -3.260 -2.340 4.780 0.3 1.0 0.6
C 0.157 0.471 -0.680 2.7 -1.5 1.3
C -3.212 6.053 1.687 -1.5 3.0 1.4
C -5.414 -2.681 -2.652 -0.8 0.1 2.8
C -3.511 -0.467 6.847 -1.4 -0.4 -0.7
C 4.693 1.929 -7.883 -2.2 -1.9 1.7
H 1.069 2.432 6.299 -0.2 0.1 0.0
H -1.994 -1.069 -4.802 0.0 0.0 0.3
H 4.146 -4.253 0.052 0.0 0.3 0.1
H 1.622 1.477 5.262 -0.1 0.0 -0.4
H -1.647 -0.169 -5.969 0.2 0.2 -0.1
H -1.131 4.594 -4.388 0.0 -0.1 -0.2
H 0.545 -5.973 4.598 0.0 -0.2 0.0
H 3.412 -4.854 -1.128 -0.2 0.2 -0.2
H 0.973 -4.918 -4.014 0.1 -0.1 -0.2
H 4.671 4.259 -2.392 -0.2 -0.3 -0.1
H 3.022 -2.684 6.816 0.1 0.0 0.2
H -0.539 4.189 -3.055 0.2 -0.2 0.2
H 0.999 -4.546 4.821 0.2 0.7 0.1
H 4.555 1.723 2.827 -0.3 0.0 -0.2
H 0.796 -3.438 -3.751 0.0 0.4 0.0
H 5.271 -0.210 -1.271 -0.3 -0.1 0.1
H 5.820 5.213 -2.637 0.2 0.0 -0.1
H -0.586 -6.964 -0.442 -0.1 -0.2 0.0
H 5.826 0.367 -2.556 -0.2 0.1 -0.4
H -0.471 -5.560 -0.997 0.0 0.5 -0.4
H 6.058 1.818 2.681 0.1 0.0 -0.2
H 2.283 -1.668 5.972 -0.1 0.3 -0.1
```
Forces are in eV/Å.

---

[2]
The following is a quantum chemistry calculation of a 6-piece molecular cluster, C5H22N2O6 overall in a non-equilibrium geometry, from the OMol25 dataset.

Computed properties:
**E_HOMO**: -9.15 eV
**HOMO-LUMO gap**: 9.244 eV
**Relative energy (zero: lowest compared OMol25 entry of this formula, charge and spin)**: 102.6 kcal per mole
**LUMO energy**: 0.091 eV
**Structure (SMILES)**: NCCC[C@@H](N)C=O.O.O.O.O.O

Geometry as XYZ:
```
35
Properties=species:S:1:pos:R:3:forces:R:3
O 1.289 -0.986 -2.973 -1.0 -1.0 0.3
O -0.839 3.425 1.010 0.0 -0.3 0.0
O -0.428 2.204 -1.746 1.0 -0.4 1.0
O 3.043 0.395 1.349 0.8 -0.5 0.2
O -1.184 -2.574 -2.866 1.0 3.4 0.9
O 2.998 0.117 -1.360 1.8 -2.3 2.6
N -0.160 0.297 2.973 0.8 0.1 0.0
N -2.206 -0.070 -0.707 -0.6 -1.9 -2.5
C 0.324 -1.179 0.937 2.0 0.8 0.2
C 2.159 0.248 2.141 -3.3 1.0 -3.1
C 0.604 0.124 1.751 -0.2 1.0 -1.8
C -2.193 -0.502 0.681 0.7 1.1 0.4
C -1.152 -1.604 0.840 1.0 -1.0 0.0
H -0.624 2.667 0.455 0.2 0.0 -0.1
H 0.776 -0.858 -0.062 -0.5 -1.1 1.1
H -1.898 0.483 1.281 -0.9 -2.3 -1.0
H 2.973 0.986 -1.006 -0.3 1.6 0.1
H -0.893 -1.572 -2.739 -1.0 -2.7 -1.0
H 2.171 0.458 3.153 0.9 0.0 2.8
H 0.364 1.013 0.919 0.8 -1.8 2.3
H 1.007 -1.954 1.459 -1.3 0.6 -1.3
H 3.380 -0.300 -0.478 -1.1 0.8 -2.6
H -0.559 1.205 3.003 -0.2 0.9 0.2
H -0.376 -2.905 -2.461 0.1 -0.7 -0.2
H -1.311 0.345 -0.873 0.4 0.7 -0.3
H -1.320 -2.233 1.701 -0.4 -0.2 0.5
H -0.801 2.661 -2.478 -0.7 0.5 -1.0
H -2.179 -0.913 -1.446 -0.5 2.1 2.5
H -0.895 -0.347 3.198 0.0 -0.5 -0.4
H 1.817 -0.424 -3.538 0.4 0.1 0.4
H 0.465 2.568 -1.680 -0.1 -0.1 0.0
H -3.184 -0.871 1.030 0.6 0.4 -0.3
H -1.200 -2.319 -0.027 -0.3 0.7 0.7
H 1.764 -1.176 -2.142 0.1 0.8 -1.0
H -1.731 3.593 0.700 -0.3 0.3 0.1
```
Forces are in eV/Å.

---

[3]
The following is a quantum chemistry calculation of a 7-piece molecular cluster, C5H22N2O7 overall in a non-equilibrium geometry, from the OMol25 dataset.

Computed properties:
**E_HOMO**: -9.56 eV
**HOMO-LUMO gap**: 10.066 eV
**Relative energy (zero: lowest compared OMol25 entry of this formula, charge and spin)**: 20.3 kcal per mole
**LUMO energy**: 0.502 eV
**Structure (SMILES)**: NC(=O)[C@@H]1CCCN1.O.O.O.O.O.O

Geometry as XYZ:
```
36
Properties=species:S:1:pos:R:3:forces:R:3
O -3.183 -1.111 2.250 0.2 -0.1 1.8
O -1.582 0.025 -2.547 0.0 0.2 -0.2
O -0.293 -3.053 -1.294 1.2 -0.1 0.2
O 3.209 0.333 -1.136 0.2 0.5 0.2
O 1.023 -0.930 -0.037 -0.9 -0.4 -0.1
O -2.707 -2.223 -0.241 -1.0 0.3 -0.1
O 2.389 -1.913 -2.400 0.0 -0.1 0.0
N 2.296 -0.018 1.594 -0.4 -0.5 -0.4
N 0.530 1.930 2.101 0.2 -0.1 0.2
C 1.124 -0.196 0.929 1.9 1.2 1.8
C 0.373 2.968 1.018 -0.7 -2.4 0.4
C 0.034 0.666 1.614 -1.7 -0.8 -1.2
C -0.484 2.249 -0.087 1.1 0.9 -0.9
C -1.039 0.999 0.553 -0.4 0.1 -0.2
H -0.148 3.760 1.538 0.4 0.9 -0.6
H 2.559 -0.145 -1.671 0.4 0.2 0.0
H 3.144 -0.365 1.183 0.0 0.0 -0.2
H -3.954 -0.964 1.717 0.1 0.1 -0.8
H 0.197 2.056 -0.927 0.0 -0.5 0.3
H 0.002 2.169 2.926 0.0 0.2 0.0
H -2.074 0.263 -1.755 -0.1 -0.2 0.0
H -2.373 -0.874 1.809 -0.3 0.1 -0.7
H 1.363 3.090 0.593 0.0 1.1 0.2
H -1.207 2.897 -0.583 -0.4 0.1 0.5
H -1.861 0.682 -3.194 0.1 -0.1 -0.1
H -1.769 -2.183 -0.094 0.6 -0.3 -0.1
H 4.063 0.077 -1.496 -0.1 0.0 -0.2
H 0.347 -2.511 -0.789 -0.8 0.3 0.0
H 2.352 0.757 2.232 -0.1 0.1 0.0
H 1.543 -1.717 -2.823 -0.1 -0.1 0.2
H -2.034 1.268 0.913 0.2 -0.2 0.8
H 2.229 -1.848 -1.441 -0.2 -0.1 -0.4
H 0.332 -3.699 -1.644 -0.4 -0.3 -0.2
H -1.210 0.163 -0.124 0.4 0.1 0.0
H -0.413 0.056 2.411 0.4 0.1 0.0
H -2.778 -2.658 -1.095 0.2 0.0 -0.1
```
Forces are in eV/Å.

---

[4]
The following is a quantum chemistry calculation of a 5-piece molecular cluster, C5H22NO4 overall in a non-equilibrium geometry, from the OMol25 dataset.

Computed properties:
**Charge**: +1
**E_HOMO**: -14.33 eV
**HOMO-LUMO gap**: 11.684 eV
**Relative energy (zero: lowest compared OMol25 entry of this formula, charge and spin)**: 29.3 kcal per mole
**LUMO energy**: -2.651 eV

Geometry as XYZ:
```
32
Properties=species:S:1:pos:R:3:forces:R:3
O 2.712 1.151 -1.043 -0.5 0.2 -1.5
O -1.195 -0.956 -3.396 -0.5 -0.6 -0.3
O -2.845 -0.396 2.742 1.0 -0.1 -0.2
O 1.109 0.349 -3.036 0.6 -1.1 1.6
N 2.427 0.037 1.268 1.7 1.4 2.0
C -0.782 -1.428 0.358 -0.3 0.2 0.7
C -0.356 0.032 0.159 -1.7 -0.3 0.0
C -1.538 0.807 -0.480 -0.6 -0.3 1.0
C 0.018 0.691 1.473 -0.2 1.3 1.5
C 1.222 0.065 2.210 0.0 2.0 0.6
H 1.436 0.652 3.187 0.1 -0.8 -1.9
H 2.094 0.801 -1.794 0.9 0.7 1.1
H -0.852 0.650 2.228 1.2 0.0 -1.3
H 1.033 -0.926 2.523 -0.2 -1.2 0.1
H -3.155 -1.061 3.347 -0.3 -0.4 0.4
H -1.766 0.419 -1.464 -0.2 -0.2 -0.1
H -1.287 1.845 -0.625 0.1 0.5 0.1
H 0.464 0.053 -0.541 0.4 0.2 -0.3
H -1.462 -1.738 -2.890 0.1 0.2 -0.1
H 0.212 1.813 1.306 -0.1 -1.5 0.2
H 0.027 -2.065 0.669 0.5 -0.3 0.4
H 3.232 1.869 -1.452 -0.3 -0.5 0.2
H -3.589 0.148 2.534 -0.8 0.5 -0.1
H -1.130 -1.895 -0.544 -0.3 0.0 -0.6
H -1.595 -1.503 1.105 0.4 0.1 -0.4
H 1.042 0.971 -3.716 0.0 1.6 -1.7
H 0.278 -0.145 -3.077 -0.3 -0.4 0.0
H 2.365 -0.701 0.575 -0.1 -0.1 -0.1
H 2.472 0.958 0.703 0.1 -1.6 0.3
H -2.481 0.763 0.169 1.4 -0.1 -0.8
H 3.372 -0.101 1.802 -2.2 0.3 -1.3
H -1.480 -1.160 -4.303 0.2 0.2 0.3
```
Forces are in eV/Å.

---

[5]
The following is a quantum chemistry calculation of a 6-piece molecular cluster, C5H22NO6S overall in a non-equilibrium geometry, from the OMol25 dataset.

Computed properties:
**Charge**: -1
**E_HOMO**: -5.65 eV
**HOMO-LUMO gap**: 8.717 eV
**Relative energy (zero: lowest compared OMol25 entry of this formula, charge and spin)**: 20.3 kcal per mole
**LUMO energy**: 3.064 eV

Geometry as XYZ:
```
35
Properties=species:S:1:pos:R:3:forces:R:3
S -0.691 -1.055 2.943 0.6 -0.2 0.3
O -0.592 2.976 -0.732 1.7 0.0 0.7
O -2.866 1.852 -0.453 -1.0 -0.9 0.4
O 1.438 1.736 0.068 -0.4 -0.4 0.5
O 1.747 2.473 2.465 0.3 0.2 -0.2
O 3.619 0.347 1.663 0.4 0.4 0.0
O 1.952 -0.402 -1.766 0.7 -1.1 -0.4
N -0.422 -0.194 -1.761 -1.2 -0.9 -1.2
C -0.471 -2.270 -0.358 -2.0 0.4 0.6
C -1.826 -1.374 1.605 -1.3 -0.8 -0.2
C -1.565 -2.592 0.709 0.5 0.8 -1.1
C -1.087 -1.469 -1.540 1.5 0.1 -1.1
C 0.770 -0.091 -2.527 0.7 1.3 2.2
H -0.989 -1.981 -2.513 0.3 -0.3 0.4
H -2.159 -1.336 -1.527 -0.5 0.2 0.8
H -2.816 -1.597 2.034 0.4 0.5 0.5
H 0.257 -1.569 0.072 0.3 -0.9 -0.1
H 3.785 0.527 0.731 -0.1 -0.3 -0.1
H 0.896 -0.751 -3.383 -0.8 0.2 -0.2
H 2.059 1.709 2.951 -0.5 -0.1 0.2
H -2.196 1.553 -1.072 0.1 0.5 -0.4
H 0.460 -1.086 2.231 -0.3 0.1 0.1
H -2.389 1.724 0.373 0.0 0.4 0.1
H 1.832 -0.166 -0.839 -0.3 0.7 0.0
H -0.632 3.625 -0.021 -0.5 0.2 -0.2
H -0.111 -3.241 -0.647 0.9 -0.1 -0.4
H 3.297 1.225 1.940 0.1 -0.3 -0.1
H 0.313 2.512 -0.386 -0.7 0.0 -0.8
H -1.975 -0.456 1.031 0.1 -0.2 -0.3
H 2.214 2.010 -0.398 0.6 0.3 -0.6
H -0.502 0.491 -1.035 0.3 0.3 0.3
H 1.632 2.176 1.468 -0.2 -0.1 0.4
H 0.833 0.991 -2.708 0.1 -0.3 -0.8
H -2.503 -2.777 0.154 0.2 -0.1 0.2
H -1.312 -3.521 1.226 -0.1 0.3 0.4
```
Forces are in eV/Å.

---

[6]
The following is a quantum chemistry calculation of a 7-piece molecular cluster, C5H22NO8 overall in a non-equilibrium geometry, from the OMol25 dataset.

Computed properties:
**Charge**: -1
**E_HOMO**: -6.06 eV
**HOMO-LUMO gap**: 9.262 eV
**Relative energy (zero: lowest compared OMol25 entry of this formula, charge and spin)**: 84.6 kcal per mole
**LUMO energy**: 3.199 eV

Geometry as XYZ:
```
36
Properties=species:S:1:pos:R:3:forces:R:3
O -3.009 0.454 -2.216 -0.2 -0.4 0.8
O -2.511 1.063 2.524 -0.2 -1.1 1.1
O 2.985 2.287 1.619 0.2 -0.2 0.3
O -1.975 1.134 0.021 -0.4 0.4 -1.0
O 3.106 -1.733 -0.210 0.1 -0.1 0.1
O -0.284 -1.605 -3.128 0.4 -0.6 -0.3
O 0.964 1.159 -2.456 -0.5 0.1 0.0
O -1.160 2.608 -2.104 0.5 1.0 -0.1
N 1.887 0.337 2.045 -1.4 1.1 0.0
C 0.570 -0.285 2.171 0.3 -1.5 -2.1
C 1.946 1.659 1.767 1.2 0.5 -0.8
C 0.718 -2.082 0.249 1.3 -1.3 -1.1
C -0.034 -0.914 0.816 0.3 0.5 2.8
C 2.176 -2.374 0.675 0.2 0.5 -0.4
H 0.225 -0.806 -2.945 -0.1 0.5 0.1
H -3.748 -0.132 -2.007 0.1 0.1 -0.3
H -0.163 0.456 2.469 0.1 -0.1 0.5
H -0.313 -0.112 0.156 0.1 0.1 -0.5
H 0.665 -1.154 2.832 -0.2 0.5 0.4
H -1.492 2.572 -3.006 -0.8 -0.4 0.5
H -2.625 0.638 -1.252 0.0 -0.3 -0.7
H 2.756 -0.158 2.124 0.1 -0.1 0.0
H 2.637 -1.034 -0.676 0.1 0.0 0.0
H 0.990 1.151 -1.492 0.3 -0.1 0.1
H 0.787 -2.018 -0.847 0.0 0.3 0.1
H 0.153 1.750 -2.536 0.7 -0.5 0.1
H -0.951 -1.286 1.265 -0.5 0.0 -0.5
H 0.220 -3.056 0.306 -0.5 0.3 0.6
H -2.652 1.937 2.178 0.1 0.3 -0.4
H 2.465 -2.051 1.677 -0.5 -0.1 0.2
H -1.641 2.061 -1.424 0.3 -0.1 -0.5
H 1.016 2.208 1.554 -0.5 -0.6 0.4
H 2.385 -3.448 0.649 -0.1 0.1 -0.2
H -2.638 1.835 0.064 0.0 0.0 0.3
H -1.071 -1.564 -2.587 -0.3 0.4 0.1
H -2.384 0.506 1.724 0.0 1.0 -0.1
```
Forces are in eV/Å.